Model one:
{
  "formula": "C3H2FNaO3",
  "method": "ωB97M-V/def2-TZVPD",
  "species": ["C", "C", "O", "C", "O", "O", "Na", "F", "H", "H"],
  "coordinates": [[0.046, -0.244, -1.354], [1.181, -0.513, -0.401], [0.716, -0.332, 0.802], [-0.664, 0.022, 0.751], [-1.012, 0.060, -0.556], [-1.285, 0.358, 1.684], [-1.930, 1.742, 3.443], [0.259, 0.589, -2.318], [2.215, -0.205, -0.607], [0.474, -1.478, -1.446]],
  "lowdin_charge": [-0.2795, 0.1708, 0.2390, -0.3575, 0.2661, 0.2349, 0.9235, 0.2600, 0.2270, 0.3156],
  "homo_ev": -21.10,
  "spin_multiplicity": 1,
  "e_lumo_ev": -11.3,
  "total_charge": 2
}


Model two:
{
  "formula": "C3H2FNaO3",
  "method": "ωB97M-V/def2-TZVPD",
  "species": ["C", "C", "O", "C", "O", "O", "F", "H", "H", "Na"],
  "coordinates": [[0.431, -0.465, 0.042], [-2.479, -0.685, 2.529], [-1.763, -0.352, 1.554], [-1.862, -1.211, 0.373], [-0.828, -0.961, -0.327], [1.228, -1.147, 0.574], [0.605, 0.718, -0.412], [-2.370, -0.087, 3.439], [-3.189, -1.516, 2.417], [3.924, -1.383, 1.053]],
  "lowdin_charge": [-0.4795, 0.2870, 0.0597, 0.1748, 0.1725, 0.2324, 0.2931, 0.1661, 0.1606, 0.9334],
  "homo_ev": -19.38,
  "spin_multiplicity": 1,
  "e_lumo_ev": -10.3,
  "total_charge": 2
}


Here are the energies relative to the best structure, in hartree: model one 0.0000; model two 0.0057.


Model one:
{
  "formula": "C3H9NO2S2",
  "method": "ωB97M-V/def2-TZVPD",
  "species": ["N", "C", "C", "O", "C", "S", "S", "H", "H", "H", "H", "H", "H", "H", "H", "H", "O"],
  "coordinates": [[0.940, 0.796, -0.430], [-0.418, 0.289, 0.107], [-1.315, 1.342, 0.817], [-0.895, 2.488, 0.635], [-0.258, -0.773, 1.285], [0.402, -2.366, 0.651], [-0.322, -2.387, -1.236], [0.958, 1.520, -1.191], [1.593, 1.045, 0.355], [-0.870, 0.093, -0.932], [-2.150, 1.134, 1.497], [-1.330, -0.861, 1.900], [0.397, -0.375, 1.981], [0.569, -1.697, -1.858], [0.779, 3.773, -0.441], [1.077, 5.297, -0.631], [1.279, 4.437, -0.828]],
  "lowdin_charge": [0.0197, -0.4317, -0.1883, 0.0068, -0.5158, 0.4263, 0.3602, 0.0897, 0.0939, 0.1107, 0.1203, 0.1352, 0.0344, -0.2129, -0.0453, -0.0092, 0.0059],
  "homo_ev": -9.25,
  "spin_multiplicity": 1,
  "e_lumo_ev": 0.4,
  "total_charge": 0
}


Model two:
{
  "formula": "C3H9NO2S2",
  "method": "ωB97M-V/def2-TZVPD",
  "species": ["S", "S", "C", "C", "C", "N", "O", "H", "H", "H", "H", "H", "H", "H", "H", "H", "O"],
  "coordinates": [[2.941, 3.937, 2.420], [-0.014, 0.650, 0.087], [-1.361, -0.549, -0.222], [-0.907, -1.677, -1.018], [-1.458, -2.950, -0.823], [-0.692, -4.111, -1.322], [-2.351, -3.239, -0.025], [4.056, 4.249, 1.704], [-2.200, 0.001, -0.697], [-1.774, -1.024, 0.694], [0.108, -1.681, -1.457], [1.412, 2.712, 2.312], [-0.486, -4.901, -0.694], [-1.121, -4.475, -2.167], [1.556, 3.923, -0.191], [1.412, 4.628, 1.127], [0.880, 4.506, 0.272]],
  "lowdin_charge": [0.3587, 0.5106, -0.6607, -0.0483, -0.4747, 0.0830, 0.0863, -0.2185, 0.1120, 0.1203, 0.1134, 0.1500, 0.0957, 0.0772, 0.0298, -0.1248, -0.2101],
  "homo_ev": -8.57,
  "spin_multiplicity": 1,
  "e_lumo_ev": -3.6,
  "total_charge": 0
}


Here are the energies relative to the best structure, in hartree: model one 0.0000; model two 0.2215.


Model one:
{
  "formula": "C15H52N6O11",
  "method": "ωB97M-V/def2-TZVPD",
  "species": ["C", "C", "O", "H", "H", "H", "H", "H", "H", "C", "C", "O", "H", "H", "H", "H", "H", "H", "C", "C", "O", "H", "H", "H", "H", "H", "H", "C", "C", "O", "H", "H", "H", "H", "H", "H", "C", "O", "N", "N", "H", "H", "H", "H", "C", "O", "N", "N", "H", "H", "H", "H", "C", "O", "N", "N", "H", "H", "H", "H", "C", "O", "H", "H", "H", "H", "C", "O", "H", "H", "H", "H", "C", "O", "H", "H", "H", "H", "C", "O", "H", "H", "H", "H"],
  "coordinates": [[-2.636, 13.942, 13.251], [-3.822, 14.390, 14.032], [-4.299, 15.606, 13.481], [-2.315, 12.929, 13.575], [-1.794, 14.546, 13.214], [-2.935, 13.873, 12.220], [-3.508, 14.624, 15.031], [-4.498, 13.574, 14.083], [-5.095, 15.951, 13.978], [-4.119, 20.759, 14.594], [-3.391, 19.472, 14.047], [-3.224, 19.573, 12.657], [-3.484, 21.652, 14.397], [-4.045, 20.745, 15.660], [-5.136, 20.784, 14.201], [-3.980, 18.586, 14.320], [-2.433, 19.423, 14.578], [-3.004, 18.709, 12.307], [-1.702, 17.851, 17.795], [-1.444, 16.845, 16.648], [-2.269, 15.731, 16.872], [-1.155, 18.756, 17.684], [-1.783, 17.443, 18.778], [-2.694, 18.315, 17.587], [-0.458, 16.470, 16.700], [-1.562, 17.197, 15.660], [-2.034, 15.284, 17.657], [-0.630, 21.702, 13.511], [0.652, 22.428, 13.057], [1.713, 21.649, 13.462], [-0.908, 20.786, 12.960], [-1.433, 22.350, 13.246], [-0.550, 21.522, 14.613], [0.758, 23.364, 13.520], [0.563, 22.461, 11.975], [1.885, 20.864, 12.896], [-4.447, 17.791, 10.137], [-4.032, 16.906, 9.163], [-4.525, 19.052, 9.835], [-4.795, 17.383, 11.299], [-4.356, 19.326, 8.862], [-4.777, 19.869, 10.458], [-4.812, 16.392, 11.485], [-5.355, 17.907, 11.991], [-7.159, 16.507, 13.486], [-7.622, 16.403, 12.211], [-6.577, 17.568, 14.010], [-7.294, 15.609, 14.382], [-6.714, 18.465, 13.528], [-5.972, 17.579, 14.807], [-7.865, 14.784, 14.073], [-6.952, 15.649, 15.319], [-6.242, 21.110, 11.786], [-6.813, 19.997, 12.468], [-4.969, 21.121, 11.488], [-6.950, 21.932, 11.065], [-4.441, 20.424, 12.106], [-4.411, 21.928, 11.119], [-7.954, 21.850, 11.272], [-6.631, 22.763, 10.578], [1.484, 18.596, 15.039], [0.377, 18.627, 14.195], [1.491, 19.390, 15.781], [2.399, 18.695, 14.439], [1.566, 17.617, 15.522], [-0.143, 17.888, 14.375], [-1.439, 20.006, 9.635], [-0.193, 20.535, 10.065], [-2.128, 19.688, 10.444], [-1.285, 19.092, 9.074], [-1.875, 20.687, 8.924], [0.414, 20.488, 9.302], [-5.377, 17.440, 17.230], [-4.694, 16.769, 16.208], [-6.020, 16.770, 17.793], [-6.060, 18.164, 16.682], [-4.631, 17.775, 17.955], [-3.846, 16.490, 16.522], [-1.175, 16.778, 11.758], [-1.703, 16.934, 13.113], [-0.746, 17.761, 11.460], [-2.001, 16.608, 11.082], [-0.441, 15.951, 11.660], [-2.381, 16.254, 13.274]],
  "lowdin_charge": [-0.0665, -0.2933, -0.1114, 0.1032, 0.0304, 0.0908, 0.0853, 0.1077, 0.0559, -0.0464, -0.2693, -0.1172, 0.0734, 0.0569, 0.0519, 0.0953, 0.0988, 0.0581, -0.0333, -0.2587, -0.0702, 0.0644, 0.0739, 0.0614, 0.0981, 0.0792, 0.0881, -0.0926, -0.3269, -0.0867, 0.0606, 0.0457, 0.0931, 0.0960, 0.0996, 0.1058, -0.6575, -0.1565, 0.1597, 0.1933, 0.1266, 0.0557, 0.1042, 0.0936, -0.6683, -0.0790, 0.1591, 0.1654, 0.0712, 0.0469, 0.1615, 0.1060, -0.5556, -0.1393, 0.1025, 0.1706, 0.0720, 0.1694, 0.1363, 0.1250, -0.1639, -0.1043, 0.0780, 0.0799, 0.0769, -0.0083, -0.1686, -0.1303, 0.0543, 0.0795, 0.0695, 0.0904, -0.1342, -0.1548, 0.0732, 0.1045, 0.0725, 0.0125, -0.0871, -0.1700, 0.0836, 0.0625, 0.0905, 0.0297],
  "homo_ev": -8.05,
  "spin_multiplicity": 1,
  "e_lumo_ev": 0.2,
  "total_charge": 0
}


Model two:
{
  "formula": "C15H52N6O11",
  "method": "ωB97M-V/def2-TZVPD",
  "species": ["C", "C", "O", "H", "H", "H", "H", "H", "H", "C", "C", "O", "H", "H", "H", "H", "H", "H", "C", "C", "O", "H", "H", "H", "H", "H", "H", "C", "C", "O", "H", "H", "H", "H", "H", "H", "C", "O", "N", "N", "H", "H", "H", "H", "C", "O", "N", "N", "H", "H", "H", "H", "C", "O", "N", "N", "H", "H", "H", "H", "C", "O", "H", "H", "H", "H", "C", "O", "H", "H", "H", "H", "C", "O", "H", "H", "H", "H", "C", "O", "H", "H", "H", "H"],
  "coordinates": [[16.431, -20.508, 18.699], [17.921, -20.381, 18.471], [18.200, -20.573, 17.111], [15.864, -19.717, 18.238], [16.121, -20.625, 19.662], [16.056, -21.459, 18.235], [18.468, -21.151, 18.997], [18.226, -19.437, 18.807], [17.586, -19.951, 16.662], [20.341, -21.822, 13.203], [19.772, -20.985, 14.312], [19.026, -19.971, 13.767], [21.020, -22.534, 13.526], [20.874, -21.286, 12.500], [19.524, -22.246, 12.618], [20.619, -20.453, 14.803], [19.175, -21.521, 15.037], [19.515, -19.169, 13.621], [12.138, -23.005, 13.633], [12.390, -23.450, 12.225], [13.697, -23.273, 11.740], [12.809, -23.466, 14.290], [11.188, -23.287, 14.051], [12.209, -21.876, 13.679], [11.665, -22.945, 11.583], [12.286, -24.509, 12.025], [13.799, -23.663, 10.859], [12.372, -20.966, 16.712], [13.731, -20.857, 16.012], [14.204, -19.598, 16.175], [12.424, -20.731, 17.772], [11.874, -21.897, 16.646], [11.686, -20.292, 16.225], [13.705, -21.186, 14.969], [14.350, -21.623, 16.500], [15.116, -19.518, 15.777], [15.532, -20.122, 12.596], [15.481, -18.817, 13.021], [14.474, -20.717, 12.165], [16.570, -20.946, 12.764], [13.575, -20.228, 12.218], [14.189, -21.746, 12.158], [17.483, -20.511, 13.023], [16.734, -21.892, 12.338], [10.310, -25.653, 15.544], [9.071, -26.222, 15.303], [10.491, -24.888, 16.598], [11.307, -25.778, 14.726], [9.699, -24.877, 17.344], [11.452, -24.696, 16.940], [11.145, -26.392, 13.952], [12.151, -25.177, 14.876], [16.027, -23.350, 15.322], [15.987, -23.965, 16.582], [16.705, -22.276, 15.102], [15.399, -23.843, 14.283], [17.245, -21.780, 15.817], [16.675, -21.784, 14.199], [14.935, -24.819, 14.325], [15.477, -23.328, 13.420], [16.887, -17.765, 15.929], [16.635, -18.989, 15.406], [17.213, -17.135, 15.122], [17.680, -17.850, 16.634], [15.975, -17.441, 16.485], [16.310, -18.826, 14.508], [14.570, -26.420, 12.793], [14.028, -26.434, 14.122], [14.383, -25.528, 12.258], [13.952, -27.173, 12.280], [15.552, -26.790, 12.694], [13.089, -26.479, 14.070], [13.351, -24.311, 18.351], [13.067, -24.295, 16.985], [13.942, -23.385, 18.562], [14.017, -25.174, 18.491], [12.522, -24.453, 19.035], [13.875, -23.977, 16.511], [17.764, -24.296, 12.150], [17.247, -23.388, 11.255], [18.062, -23.683, 12.990], [18.670, -24.763, 11.822], [17.011, -24.961, 12.551], [17.638, -23.448, 10.425]],
  "lowdin_charge": [-0.0547, -0.2933, -0.1047, 0.0665, 0.0391, 0.0877, 0.1170, 0.0897, 0.0410, -0.0548, -0.3089, -0.0824, 0.0623, 0.0556, 0.0573, 0.1358, 0.0896, 0.1098, -0.0682, -0.2865, -0.1249, 0.0224, 0.0829, 0.0999, 0.1235, 0.1040, 0.1243, -0.0606, -0.3715, -0.0672, 0.0806, 0.0355, 0.0697, 0.0780, 0.0839, 0.0455, -0.5548, -0.0921, 0.1753, 0.1351, 0.1325, 0.0805, 0.0975, 0.0996, -0.6371, -0.1503, 0.1506, 0.1421, 0.1703, 0.0524, 0.1224, 0.0948, -0.5995, -0.1342, 0.2001, 0.1779, 0.0905, 0.0445, 0.1163, 0.0692, -0.1392, -0.1883, 0.0967, 0.0729, 0.1142, 0.0270, -0.1192, -0.1100, 0.0400, 0.0990, 0.0734, 0.0165, -0.1421, -0.2023, 0.0921, 0.0889, 0.0812, 0.0630, -0.1550, -0.0940, 0.0565, 0.0953, 0.0584, 0.0673],
  "homo_ev": -8.76,
  "spin_multiplicity": 1,
  "e_lumo_ev": -0.3,
  "total_charge": 0
}


Here are the energies relative to the best structure, in hartree: model one 0.0110; model two 0.0000.